Density functional theory data (ωB97M-V/def2-TZVPD) for 2 unconnected molecules or ions with the total composition C2H3NO3S at a distorted geometry.

The geometry in XYZ format:
```
10
Properties=species:S:1:pos:R:3
C -1.9331 2.0411 -2.4921
S -0.5625 1.3853 -1.8909
O -0.6726 0.2034 -1.0277
O 0.7473 1.9177 -2.2327
H -1.8768 2.6589 -3.3605
H -2.9308 1.7172 -2.1780
N 0.5216 -2.1829 1.1162
C 1.2896 -2.9009 1.6438
O 1.9416 -3.4738 2.4086
H 0.3464 -1.5486 0.2768
```

Gap between HOMO and LUMO ... 10.3 eV
HOMO energy ... -10.649 eV
Net charge ... 0
SMILES ... C=S(=O)=O.N=C=O
Energy relative to the best compared isomer or geometry (same formula, charge and spin) ... 55.5 kcal/mol
DFT total energy ... -20587.7985 eV